[1]
ORCA calculation (the ωB97M-V functional and the def2-TZVPD basis) on a structure of composition C62H84ClGe2N4O6W at a distorted geometry.

The calculation puts the electronic energy at -7763.71826 Ha. Its multiplicity is 2. For the largest force on an atom, the calculation gives 5.046 eV/Å. As for the charge: +2. The expectation value of S² is 0.76. The calculation puts the relative energy (zero: lowest compared OMol25 entry of this formula, charge and spin) at 0.0 kJ/mol. As for the HOMO-LUMO gap (alpha / beta): 5.927 / 4.671 eV. The HOMO energy (alpha / beta) is -12.40 / -12.38 eV.

The geometry in XYZ format:
```
160
C62H84ClGe2N4O6W the ωB97M-V functional and the def2-TZVPD basis
W 0.93 -0.22 0.18
C -0.50 5.04 5.51
C -1.30 4.18 4.52
C -2.15 3.18 5.32
C -2.21 5.09 3.69
C -0.39 3.42 3.56
C -0.97 2.51 2.69
C -0.20 1.84 1.75
N -0.60 0.97 0.75
C -1.86 0.68 0.29
C -3.12 1.11 0.71
C -4.28 0.62 0.13
C -4.17 -0.28 -0.94
C -2.96 -0.70 -1.46
C -1.79 -0.24 -0.83
O -0.57 -0.61 -1.16
C -2.86 -1.64 -2.66
C -4.23 -2.06 -3.20
C -2.10 -0.91 -3.77
C -2.11 -2.91 -2.24
C -5.62 1.09 0.65
C -5.70 0.86 2.17
C -6.80 0.37 0.00
C -5.75 2.59 0.34
C 1.22 2.04 1.72
O 1.89 1.28 0.82
C 1.82 2.95 2.60
C 0.98 3.62 3.49
C 3.32 3.22 2.57
C 3.79 4.14 3.71
C 3.64 3.89 1.23
C 4.12 1.92 2.69
H -1.19 5.51 6.20
H 0.04 5.82 4.99
H 0.19 4.43 6.08
H -2.75 3.73 6.05
H -1.52 2.48 5.85
H -2.84 2.63 4.68
H -2.87 5.65 4.35
H -2.82 4.52 3.00
H -1.62 5.81 3.12
H -2.02 2.30 2.77
H -3.22 1.84 1.49
H -5.08 -0.66 -1.38
H -4.81 -1.20 -3.53
H -4.79 -2.63 -2.47
H -4.07 -2.70 -4.07
H -2.69 -0.06 -4.12
H -1.95 -1.58 -4.61
H -1.14 -0.55 -3.42
H -2.60 -3.38 -1.38
H -1.08 -2.68 -1.96
H -2.09 -3.62 -3.06
H -5.52 -0.18 2.41
H -6.69 1.13 2.52
H -4.99 1.48 2.71
H -6.75 -0.71 0.17
H -6.85 0.56 -1.07
H -7.73 0.73 0.44
H -4.94 3.16 0.80
H -6.69 2.96 0.74
H -5.74 2.76 -0.73
H 1.43 4.32 4.17
H 3.37 5.14 3.62
H 4.87 4.22 3.67
H 3.53 3.73 4.68
H 3.11 4.84 1.15
H 3.33 3.26 0.40
H 4.70 4.07 1.14
H 3.91 1.41 3.64
H 5.18 2.14 2.65
H 3.89 1.23 1.88
C -1.79 -6.63 1.91
C -2.22 -5.32 2.56
C -1.92 -5.38 4.06
C -3.73 -5.12 2.33
C -1.49 -4.13 1.97
C -1.80 -2.83 2.46
C -1.16 -1.74 1.95
N -0.22 -1.79 0.96
C 0.11 -3.05 0.47
C -0.54 -4.20 0.99
C 1.06 -3.09 -0.58
C 1.53 -4.30 -1.13
C 2.38 -4.36 -2.21
C 2.71 -3.11 -2.80
C 2.28 -1.96 -2.22
N 1.52 -1.87 -1.10
C 2.90 -5.68 -2.73
C 3.96 -5.50 -3.82
C 3.55 -6.45 -1.56
C 1.73 -6.49 -3.30
H -2.35 -7.46 2.36
H -0.73 -6.82 2.08
H -1.99 -6.64 0.84
H -2.36 -6.29 4.48
H -2.34 -4.53 4.59
H -0.85 -5.40 4.24
H -4.27 -5.96 2.76
H -3.96 -5.07 1.27
H -4.09 -4.21 2.80
H -2.53 -2.69 3.24
H -1.37 -0.76 2.36
H -0.28 -5.16 0.57
H 1.22 -5.22 -0.66
H 3.31 -3.06 -3.69
H 2.59 -1.02 -2.67
H 4.81 -4.92 -3.46
H 3.54 -5.01 -4.70
H 4.32 -6.47 -4.13
H 4.34 -5.86 -1.11
H 3.97 -7.38 -1.93
H 2.82 -6.69 -0.79
H 1.27 -5.97 -4.14
H 0.96 -6.65 -2.54
H 2.09 -7.46 -3.64
O 3.09 -0.84 3.33
Cl 2.03 -1.25 2.54
O 2.41 -1.21 1.13
O 1.58 -2.52 2.84
O 0.97 -0.29 2.57
C 0.05 2.72 -4.82
Ge 1.65 1.71 -4.21
C 3.29 2.49 -5.06
C 1.53 -0.12 -5.03
Ge 1.46 1.19 -1.68
C 1.20 3.23 -1.50
C 0.25 3.68 -0.59
C 0.13 5.02 -0.25
C 0.94 5.97 -0.85
C 1.82 5.56 -1.84
C 1.93 4.22 -2.17
C 3.51 1.19 -1.45
C 4.06 0.12 -0.73
C 5.36 0.13 -0.26
C 6.20 1.20 -0.55
C 5.71 2.23 -1.33
C 4.39 2.23 -1.76
H 0.20 2.96 -5.87
H -0.10 3.65 -4.27
H -0.82 2.09 -4.72
H 3.28 2.10 -6.08
H 4.22 2.18 -4.59
H 3.25 3.57 -5.12
H 1.11 0.01 -6.02
H 0.89 -0.79 -4.47
H 2.52 -0.56 -5.13
H -0.45 2.99 -0.16
H -0.61 5.32 0.48
H 0.85 7.01 -0.58
H 2.42 6.29 -2.36
H 2.58 3.95 -2.98
H 3.48 -0.78 -0.55
H 5.72 -0.70 0.33
H 7.21 1.21 -0.19
H 6.35 3.05 -1.60
H 4.06 3.07 -2.34
N -2.30 2.50 -2.30
C -1.34 1.89 -2.11
H -3.12 3.05 -2.44
```


[2]
ORCA calculation (the ωB97M-V functional and the def2-TZVPD basis) on a cluster of 2 separate species, C3H6O2 in total.

The calculation puts the electronic energy at -268.34198 Ha. Its SMILES is C=CC=O.O. For the largest force on an atom, the calculation gives 0.474 eV/Å. The calculation puts the relative energy (zero: lowest compared OMol25 entry of this formula, charge and spin) at 166.0 kJ/mol. As for the HOMO-LUMO gap: 10.320 eV. The HOMO energy is -10.29 eV.

The geometry in XYZ format:
```
11
C3H6O2 the ωB97M-V functional and the def2-TZVPD basis
O 2.30 0.19 -0.01
C -0.25 -0.02 1.19
C -1.00 0.45 0.19
C -1.11 -0.27 -1.09
O -1.94 -0.04 -1.94
H 2.21 -0.75 -0.22
H -0.13 0.51 2.13
H 0.29 -0.97 1.11
H 1.51 0.59 -0.39
H -1.56 1.37 0.28
H -0.34 -1.06 -1.26
```


[3]
ORCA calculation (the ωB97M-V functional and the def2-TZVPD basis) on a cluster of 2 separate species, C17H27N3O6S in total at a distorted geometry.

The calculation puts the electronic energy at -1677.93255 Ha. Its SMILES is CNC(=O)[C@@H](NC(C)=O)[C@@H](C)O.CCN(CCC(=O)O)C(=O)c1cccs1. For the largest force on an atom, the calculation gives 2.179 eV/Å. The calculation puts the relative energy (zero: lowest compared OMol25 entry of this formula, charge and spin) at 35.8 kJ/mol. As for the HOMO-LUMO gap: 9.528 eV. The HOMO energy is -9.21 eV.

The geometry in XYZ format:
```
54
C17H27N3O6S the ωB97M-V functional and the def2-TZVPD basis
O -1.06 -0.11 -5.96
O -0.73 0.49 6.73
O 5.38 0.74 -4.93
O 0.76 -1.96 4.88
O 4.65 0.62 -2.80
O 0.33 0.68 3.74
S 0.54 0.26 -2.35
C -0.17 0.23 -5.18
C -1.83 0.61 6.20
C 4.52 0.44 -4.13
C -0.44 -1.89 5.14
C -0.80 0.12 -1.24
C -2.01 0.08 -1.88
C -1.85 0.14 -3.32
C -0.54 0.23 -3.74
N -0.97 -2.56 6.17
N 1.10 0.50 -5.74
N -2.23 -0.11 5.15
C -2.83 1.60 6.76
C -0.20 -3.41 7.08
C 0.83 1.62 -7.92
C 3.21 -0.12 -4.64
C 1.29 0.36 -7.19
C 2.25 1.02 -5.00
C -1.57 0.65 2.36
C -1.38 -0.99 4.32
C -0.63 -0.20 3.22
H 5.54 0.98 -2.68
H 0.87 0.16 4.36
H -0.67 0.06 -0.16
H -2.97 -0.01 -1.38
H -2.70 0.10 -4.01
H -1.94 -2.40 6.38
H -3.16 0.09 4.80
H -2.39 2.07 7.64
H -3.74 1.08 7.04
H -3.04 2.35 6.01
H -0.86 -3.88 7.81
H 0.54 -2.80 7.60
H 0.32 -4.18 6.51
H 1.37 2.50 -7.55
H -0.24 1.78 -7.76
H 1.00 1.52 -8.99
H 2.76 -0.77 -3.89
H 3.41 -0.74 -5.52
H 0.76 -0.51 -7.58
H 2.35 0.20 -7.42
H 1.96 1.58 -4.11
H 2.78 1.74 -5.64
H -2.11 1.37 2.98
H -2.28 0.02 1.83
H -0.98 1.22 1.64
H -2.04 -1.67 3.80
H -0.13 -0.91 2.56
```


[4]
ORCA calculation (the ωB97M-V functional and the def2-TZVPD basis) on a structure of composition C26H26N3O7SbSe4SiTa at a distorted geometry.

The calculation puts the electronic energy at -11889.82431 Ha. For the largest force on an atom, the calculation gives 1.469 eV/Å. As for the charge: -1. The calculation puts the relative energy (zero: lowest compared OMol25 entry of this formula, charge and spin) at 88.5 kJ/mol. As for the HOMO-LUMO gap: 6.471 eV. The HOMO energy is -5.27 eV.

The geometry in XYZ format:
```
69
C26H26N3O7SbSe4SiTa the ωB97M-V functional and the def2-TZVPD basis
Ta -0.29 -0.36 -0.18
O 0.43 -0.96 1.83
C -0.38 -0.02 2.13
O -1.56 -0.13 1.79
C 0.26 1.30 2.41
C 0.22 1.83 3.67
C 0.93 3.00 3.95
C 1.71 3.60 2.99
C 1.75 3.06 1.71
C 0.96 1.93 1.33
O 0.84 1.48 0.16
N 2.66 3.72 0.79
O 2.66 3.39 -0.37
O 3.34 4.64 1.23
N 0.86 3.57 5.27
O 1.51 4.58 5.50
O 0.14 3.03 6.10
H -0.34 1.35 4.46
H 2.30 4.47 3.22
Se 2.69 -0.80 -0.73
Sb 0.90 -2.11 -1.82
Se -1.87 -2.66 -0.53
Se -1.75 -1.15 -2.36
Se 1.30 -3.82 -3.41
C -1.77 1.33 -0.54
Si -1.57 2.56 -1.92
C -0.75 1.95 -3.53
N 0.45 1.12 -3.39
C 0.68 0.24 -4.53
C 1.09 0.97 -5.81
C 2.34 1.80 -5.56
C 2.13 2.72 -4.36
C 1.65 1.93 -3.15
C -3.25 3.20 -2.48
C -3.31 4.32 -3.32
C -4.52 4.84 -3.75
C -5.71 4.26 -3.34
C -5.68 3.16 -2.50
C -4.46 2.64 -2.08
C -0.72 4.11 -1.21
C -1.13 4.57 0.04
C -0.60 5.72 0.60
C 0.37 6.45 -0.08
C 0.77 6.02 -1.34
C 0.23 4.87 -1.89
H -2.77 0.89 -0.47
H -1.61 1.92 0.37
H -0.59 2.81 -4.19
H -1.52 1.36 -4.04
H -0.22 -0.37 -4.70
H 1.49 -0.46 -4.26
H 0.27 1.62 -6.13
H 1.25 0.24 -6.61
H 2.61 2.37 -6.45
H 3.18 1.12 -5.35
H 1.41 3.50 -4.64
H 3.06 3.23 -4.09
H 1.45 2.58 -2.30
H 2.45 1.26 -2.83
H -2.39 4.80 -3.64
H -4.53 5.71 -4.41
H -6.66 4.68 -3.67
H -6.60 2.70 -2.17
H -4.46 1.77 -1.44
H -1.88 4.02 0.59
H -0.93 6.04 1.58
H 0.79 7.34 0.36
H 1.53 6.57 -1.88
H 0.59 4.55 -2.86
```


[5]
ORCA calculation (the ωB97M-V functional and the def2-TZVPD basis) on a cluster of 2 separate species, C4H13NO2 in total at a distorted geometry.

The calculation puts the electronic energy at -365.40730 Ha. Its SMILES is CNC[C@@H](C)O.O. For the largest force on an atom, the calculation gives 1.642 eV/Å. The calculation puts the relative energy (zero: lowest compared OMol25 entry of this formula, charge and spin) at 92.4 kJ/mol. As for the HOMO-LUMO gap: 9.231 eV. The HOMO energy is -8.72 eV.

The geometry in XYZ format:
```
20
C4H13NO2 the ωB97M-V functional and the def2-TZVPD basis
C 1.85 0.56 1.78
N 1.42 -0.08 0.52
C 0.23 -0.95 0.65
C -0.39 -1.19 -0.72
C -1.70 -1.93 -0.53
O -0.59 0.03 -1.41
H 1.56 1.60 1.94
H 1.52 -0.02 2.60
H 2.93 0.50 1.82
H 1.18 0.70 -0.08
H -0.56 -0.58 1.31
H 0.70 -1.88 0.94
H 0.33 -1.77 -1.31
H -2.27 -1.93 -1.46
H -2.37 -1.34 0.10
H -1.56 -2.93 -0.10
H -0.69 0.77 -0.81
H -0.39 3.25 -1.24
H -1.38 2.89 -0.12
O -0.46 2.81 -0.38
```


[6]
ORCA calculation (the ωB97M-V functional and the def2-TZVPD basis) on a structure of composition C20H30AsN2O3PdS2.

The calculation puts the electronic energy at -4275.00763 Ha. For the largest force on an atom, the calculation gives 0.964 eV/Å. As for the charge: +1. The calculation puts the relative energy (zero: lowest compared OMol25 entry of this formula, charge and spin) at 194.4 kJ/mol. As for the HOMO-LUMO gap (alpha / beta): 5.808 / 5.714 eV. The HOMO energy (alpha / beta) is -10.21 / -10.26 eV.

The geometry in XYZ format:
```
59
C20H30AsN2O3PdS2 the ωB97M-V functional and the def2-TZVPD basis
Pd 0.15 -0.08 0.18
C -2.37 2.78 -2.14
As -2.24 0.89 -1.89
C -3.03 0.07 -3.42
C -3.25 0.42 -0.33
O -0.62 0.41 -1.80
H -3.35 3.03 -2.54
H -1.60 3.07 -2.84
H -2.21 3.29 -1.19
H -4.10 0.27 -3.45
H -2.86 -1.00 -3.37
H -2.55 0.47 -4.30
H -4.28 0.75 -0.45
H -2.79 0.90 0.52
H -3.21 -0.66 -0.21
C -3.07 -9.26 5.61
C -2.51 -8.07 4.87
O -2.41 -7.98 3.68
S -2.01 -6.76 6.01
C -1.51 -5.48 4.90
C -0.56 -5.71 3.91
C -0.19 -4.68 3.06
C -0.75 -3.40 3.21
C -1.67 -3.17 4.23
C -2.05 -4.21 5.07
C -0.40 -2.35 2.30
C -0.15 -1.46 1.50
H -2.68 -10.17 5.18
H -4.16 -9.26 5.49
H -2.84 -9.21 6.68
H -0.13 -6.69 3.79
H 0.54 -4.85 2.28
H -2.09 -2.18 4.35
H -2.78 -4.04 5.85
C 4.72 -0.11 -1.28
S 3.37 -0.66 -0.25
C 2.69 -1.82 -1.42
O 2.42 0.52 -0.20
H 5.33 -0.98 -1.54
H 5.31 0.60 -0.71
H 4.30 0.36 -2.17
H 3.32 -2.71 -1.46
H 2.61 -1.35 -2.40
H 1.71 -2.10 -1.06
C 0.90 5.51 0.61
C 0.38 4.21 1.12
C -0.17 3.85 2.33
C -0.48 2.48 2.23
N -0.17 2.04 1.02
N 0.35 3.10 0.36
C -1.05 1.57 3.26
H 0.97 6.23 1.43
H 0.24 5.94 -0.15
H 1.89 5.40 0.17
H -0.31 4.49 3.19
H 0.76 2.96 -0.55
H -1.62 2.13 4.00
H -0.25 1.04 3.79
H -1.69 0.81 2.81
```


[7]
ORCA calculation (the ωB97M-V functional and the def2-TZVPD basis) on an isolated molecule of C22H30N4O4.

The calculation puts the electronic energy at -1376.32773 Ha. Its SMILES is COc1cc(C(=O)N[C@H](C)CCn2cccn2)ccc1OC1CCN(C(C)=O)CC1. For the largest force on an atom, the calculation gives 0.809 eV/Å. The calculation puts the relative energy (zero: lowest compared OMol25 entry of this formula, charge and spin) at 285.2 kJ/mol. As for the HOMO-LUMO gap: 8.791 eV. The HOMO energy is -8.21 eV.

The geometry in XYZ format:
```
60
C22H30N4O4 the ωB97M-V functional and the def2-TZVPD basis
C 1.15 4.47 -0.29
H 2.05 5.08 -0.38
O 1.57 3.14 -0.43
C 0.63 2.16 -0.39
C -0.72 2.36 -0.17
C -1.61 1.29 -0.13
C -1.14 0.00 -0.34
C 0.21 -0.21 -0.57
C 1.11 0.84 -0.59
O 2.45 0.75 -0.82
C 3.06 -0.51 -1.00
C 4.44 -0.22 -1.62
H 4.39 -0.29 -2.70
C 5.50 -1.19 -1.09
N 5.65 -1.01 0.34
C 6.91 -0.96 0.86
O 7.89 -1.16 0.17
C 7.01 -0.65 2.34
H 6.57 -1.46 2.93
H 8.06 -0.57 2.60
H 6.50 0.28 2.58
C 4.45 -0.73 1.09
H 4.33 0.35 1.25
C 3.23 -1.25 0.34
H 3.33 -2.32 0.16
H 2.34 -1.09 0.95
H 4.50 -1.22 2.07
H 6.47 -0.99 -1.54
H 5.22 -2.22 -1.32
H 4.71 0.80 -1.35
H 2.46 -1.12 -1.69
H 0.55 -1.23 -0.73
H -1.80 -0.85 -0.35
C -3.04 1.62 0.10
O -3.50 2.71 -0.17
N -3.80 0.63 0.65
H -3.38 -0.25 0.92
C -5.19 0.83 0.97
C -5.46 0.35 2.40
H -6.52 0.43 2.63
H -4.91 0.97 3.10
H -5.13 -0.68 2.52
H -5.36 1.91 0.90
C -6.11 0.16 -0.07
H -7.12 0.56 0.05
H -5.75 0.44 -1.06
C -6.20 -1.37 0.02
N -4.96 -2.04 -0.26
C -4.48 -2.41 -1.46
C -3.27 -3.02 -1.24
C -3.09 -2.96 0.15
N -4.12 -2.36 0.72
H -2.28 -3.32 0.74
H -2.61 -3.45 -1.97
H -5.03 -2.23 -2.37
H -6.52 -1.67 1.02
H -6.94 -1.72 -0.71
H -1.13 3.35 -0.03
H 0.69 4.64 0.69
H 0.44 4.75 -1.07
```


[8]
ORCA calculation (the ωB97M-V functional and the def2-TZVPD basis) on a cluster of 2 separate species, C2H8O2S in total at a distorted geometry.

The calculation puts the electronic energy at -629.61646 Ha. Its SMILES is COCS.O. For the largest force on an atom, the calculation gives 1.729 eV/Å. The calculation puts the relative energy (zero: lowest compared OMol25 entry of this formula, charge and spin) at 65.7 kJ/mol. As for the HOMO-LUMO gap: 9.993 eV. The HOMO energy is -9.53 eV.

The geometry in XYZ format:
```
13
C2H8O2S the ωB97M-V functional and the def2-TZVPD basis
O 1.15 0.81 0.98
S -1.35 1.87 0.90
C 1.34 -0.55 0.55
C 0.26 1.59 0.10
H -0.90 3.03 1.44
H 1.75 -0.66 -0.47
H 0.31 -0.95 0.55
H 1.95 -1.15 1.24
H 0.74 2.58 -0.02
H 0.20 1.13 -0.91
O -2.00 -2.92 -1.53
H -1.31 -2.48 -2.07
H -2.14 -2.32 -0.76
```


[9]
ORCA calculation (the ωB97M-V functional and the def2-TZVPD basis) on a structure of composition C2H2FGdLiO at a distorted geometry.

The calculation puts the electronic energy at -1024.21516 Ha. Its multiplicity is 8. For the largest force on an atom, the calculation gives 2.361 eV/Å. As for the charge: +3. The expectation value of S² is 15.77. The calculation puts the relative energy (zero: lowest compared OMol25 entry of this formula, charge and spin) at 451.9 kJ/mol. As for the HOMO-LUMO gap (alpha / beta): 7.011 / 7.257 eV. The HOMO energy (alpha / beta) is -22.28 / -22.28 eV.

The geometry in XYZ format:
```
8
C2H2FGdLiO the ωB97M-V functional and the def2-TZVPD basis
C -1.27 -0.45 0.21
F -1.26 0.56 1.04
H -2.24 -0.45 -0.32
C 1.65 0.11 -1.21
O 0.92 1.12 -1.04
Gd 0.76 -1.99 -0.09
Li 1.24 2.94 -0.41
H 2.67 0.32 -1.60
```